The following is a DFT calculation (ωB97M-V with the def2-TZVPD basis set) of a molecular structure, C3H2O3Rb.

The geometry in XYZ format:
```
9
Properties=species:S:1:pos:R:3:forces:R:3:nbo_charge:R:1
O 0.30653 2.23940 -1.79206 -0.145 0.074 0.332 -0.580
C -0.85442 2.54772 -1.63591 0.118 -0.357 -0.339 0.315
H -1.34126 3.29485 -2.29007 0.132 -0.062 0.211 0.140
H -1.48509 2.04156 -0.88021 0.110 0.213 -0.060 0.128
O 0.53577 -1.37978 0.86357 0.017 0.401 -0.198 -0.320
Rb 2.82247 0.79736 -0.54858 -0.349 0.019 -0.080 0.995
O 0.85147 -2.50536 1.45725 0.276 -0.277 0.107 0.018
C -0.01365 -3.13986 2.07368 -0.183 -0.022 0.039 0.088
C -0.82181 -3.89589 2.75234 0.025 0.010 -0.012 0.216
```
Forces are in eV/Å.

2S+1 = 1
orbital gap (spin up / spin down) = 7.12 / 7.13 eV
net charge = +1
electronic energy = -364.73888 hartree
lowest unoccupied orbital energy (spin up / spin down) = -6.88 / -6.87 eV
highest occupied orbital energy (spin up / spin down) = -14.00 / -14.00 eV
energy relative to the best compared isomer or geometry (same formula, charge and spin) = 10.5524 eV